Entry 1:
2 unconnected molecules or ions with the total composition C4H12OS at a distorted geometry. Source: OMol25; level of theory: the ωB97M-V functional and the def2-TZVPD basis.

Each line ends with the Löwdin charge.
Atoms and positions in Å:
C (2.2581, 0.6789, -0.5992)  -0.12
C (0.7766, 0.0909, -0.6595)  -0.36
C (0.1729, -0.1086, 0.7521)  -0.41
S (1.0023, -1.8040, 1.2578)  0.72
C (-0.3492, -2.3661, 2.3855)  -0.43
H (2.4953, 1.3505, 0.2593)  0.08
H (2.3680, 1.2615, -1.5133)  0.06
H (2.9699, -0.0804, -0.5110)  0.03
H (0.1517, 0.8884, -1.1259)  0.09
H (0.6171, -0.6921, -1.5097)  0.13
H (0.6417, 0.6859, 1.4271)  0.09
H (-0.8769, -0.3855, 0.7313)  0.06
H (-0.4226, -1.6072, 3.1206)  0.01
H (-0.0011, -3.3802, 2.7351)  0.04
H (-1.2975, -2.5450, 1.9450)  0.01
O (-3.3044, 2.4262, -2.7186)  -0.03
H (-2.9910, 3.2272, -3.1478)  0.04
H (-4.2109, 2.3596, -2.8287)  -0.01

Properties
- DFT total energy: -17224.091 eV
- LUMO energy: 0.90 eV
- Gap between HOMO and LUMO: 9.183 eV
- Energy relative to the best compared isomer or geometry (same formula, charge and spin): 140.2 kJ/mol
- E_HOMO: -8.3 eV
- Spin multiplicity: 1
- SMILES string: CCCSC.O

Entry 2:
C25H21ClO3 in the gas phase at a distorted geometry. Source: OMol25; level of theory: the ωB97M-V functional and the def2-TZVPD basis.

Each line ends with the Löwdin charge.
Atoms and positions in Å:
C (4.1421, 2.7295, 2.8991)  -0.07
C (3.6645, 1.5012, 2.1830)  -0.21
O (2.4872, 0.9686, 2.8308)  -0.02
C (1.6014, 0.2557, 2.1052)  -0.45
O (1.6683, 0.0703, 0.9074)  0.12
C (0.6237, -0.4079, 3.1070)  -0.06
C (-0.8045, -0.3803, 2.7112)  -0.18
C (-1.9391, 0.2484, 3.3318)  -0.02
C (-3.1966, -0.2728, 3.0869)  -0.09
C (-3.3558, -1.3886, 2.2404)  -0.10
C (-2.2667, -1.8863, 1.5112)  -0.63
Cl (-2.4310, -3.2297, 0.4236)  0.68
C (-1.0108, -1.2689, 1.6615)  -0.06
C (1.5510, -1.9647, 3.2003)  -0.12
C (1.4770, -2.8816, 2.0780)  0.00
C (2.5027, -2.9235, 1.1705)  -0.21
C (2.4026, -3.3292, -0.2021)  -0.14
C (1.1538, -3.7414, -0.7444)  -0.02
C (1.0727, -4.1949, -2.0496)  -0.08
C (2.2262, -4.2540, -2.8447)  -0.08
C (3.4574, -3.8414, -2.3212)  -0.07
C (3.5477, -3.3776, -1.0075)  -0.01
O (3.7214, -2.3946, 1.4448)  0.05
C (4.0055, -2.0851, 2.7692)  -0.17
C (5.3715, -1.9230, 3.0683)  0.00
C (5.7271, -1.5598, 4.3632)  -0.08
C (4.6986, -1.3006, 5.2910)  -0.08
C (3.3431, -1.4190, 4.9661)  -0.01
C (2.9700, -1.8712, 3.6848)  -0.12
H (5.1993, 2.8042, 2.5933)  0.08
H (3.6285, 3.6327, 2.5281)  0.08
H (4.0869, 2.7079, 3.9997)  0.09
H (3.3986, 1.6903, 1.1460)  0.12
H (4.4089, 0.7123, 2.2680)  0.11
H (0.7269, 0.2074, 4.0369)  0.15
H (-1.8006, 1.0794, 4.0303)  0.11
H (-4.0838, 0.1385, 3.5421)  0.10
H (-4.3188, -1.8644, 2.0653)  0.10
H (-0.1280, -1.5206, 1.0608)  0.10
H (0.7901, -2.1294, 3.9624)  0.13
H (0.5409, -3.3922, 1.8433)  0.11
H (0.2757, -3.7646, -0.0863)  0.06
H (0.1123, -4.5507, -2.4083)  0.10
H (2.1707, -4.6763, -3.8421)  0.10
H (4.3714, -3.9253, -2.9198)  0.11
H (4.5141, -3.1272, -0.5858)  0.11
H (6.1091, -2.0213, 2.2626)  0.13
H (6.7795, -1.4106, 4.6320)  0.11
H (4.9718, -0.9757, 6.2883)  0.10
H (2.5538, -1.2013, 5.7063)  0.13

Properties
- DFT total energy: -44929.039 eV
- LUMO energy: 0.22 eV
- Gap between HOMO and LUMO: 7.994 eV
- Energy relative to the best compared isomer or geometry (same formula, charge and spin): 0.0 kJ/mol
- E_HOMO: -7.8 eV
- Spin multiplicity: 1
- SMILES string: CCOC(=O)[C@@H](c1cccc(Cl)c1)[C@H]1C=C(c2ccccc2)Oc2ccccc21

Entry 3:
2 unconnected molecules or ions with the total composition CH4F2N2 at a distorted geometry. Source: OMol25; level of theory: the ωB97M-V functional and the def2-TZVPD basis.

Each line ends with the Löwdin charge.
Atoms and positions in Å:
C (0.5659, 0.4703, 0.2608)  -0.54
N (0.6125, -0.7755, 0.7569)  0.18
N (0.0231, 0.7450, -0.9829)  0.17
F (1.5956, 1.1638, 0.6322)  0.15
F (-0.7227, 1.4943, 1.3572)  -0.43
H (0.1271, -1.6022, 0.3687)  0.14
H (0.7040, -0.6578, 1.7382)  0.11
H (-0.0354, 1.7467, -1.3252)  0.15
H (-0.7860, 0.2526, -1.1823)  0.07

Properties
- DFT total energy: -9516.214 eV
- LUMO energy: 0.66 eV
- Gap between HOMO and LUMO: 10.709 eV
- Energy relative to the best compared isomer or geometry (same formula, charge and spin): 139.8 kJ/mol
- E_HOMO: -10.1 eV
- Spin multiplicity: 1

Entry 4:
C2H4N2OS2 in the gas phase at a distorted geometry. Source: OMol25; level of theory: the ωB97M-V functional and the def2-TZVPD basis.

Each line ends with the Löwdin charge.
Atoms and positions in Å:
O (-0.2199, -0.0758, 2.2281)  0.00
C (-1.2345, -0.6511, 2.0328)  -0.57
S (-2.0713, -0.5553, 0.4363)  0.93
N (-1.0121, 0.3869, -0.4890)  -0.36
C (0.2140, -0.1015, -0.8651)  -0.47
N (1.0972, 0.7229, -1.2097)  -0.35
S (2.5804, 0.0656, -1.8588)  0.68
H (-1.7883, -1.2522, 2.7603)  0.08
H (-1.0020, 1.3997, -0.3755)  0.11
H (0.2667, -1.1890, -0.9491)  0.11
H (3.1697, 1.2498, -1.7102)  -0.16

Properties
- DFT total energy: -28835.661 eV
- LUMO energy: 0.63 eV
- Gap between HOMO and LUMO: 9.107 eV
- Energy relative to the best compared isomer or geometry (same formula, charge and spin): 137.2 kJ/mol
- E_HOMO: -8.5 eV
- Spin multiplicity: 1
- SMILES string: O=CSN/C=N/S

Entry 5:
A molecular structure, C26H29N5S2SeV. Source: OMol25; level of theory: the ωB97M-V functional and the def2-TZVPD basis.

Each line ends with the Löwdin charge.
Atoms and positions in Å:
V (-0.5833, -0.0927, -0.3821)  0.34
C (-3.9261, 1.3601, -2.8311)  -0.04
N (-2.4934, 1.6030, -2.8483)  -0.12
C (-1.8765, 2.8388, -2.9042)  -0.03
C (-0.5551, 2.6529, -2.7755)  -0.05
N (-0.3523, 1.2824, -2.5951)  -0.02
C (-1.5831, 0.6269, -2.6637)  -0.78
S (-1.8690, -1.0167, -2.4852)  0.72
C (0.9028, 0.6177, -2.7119)  -0.28
C (1.8465, 1.0266, -3.6350)  0.02
C (3.0279, 0.3030, -3.6994)  -0.04
C (3.1889, -0.8019, -2.8798)  -0.03
C (2.1791, -1.1241, -1.9894)  -0.09
N (1.0663, -0.4022, -1.8784)  0.05
H (-4.4318, 2.2931, -3.0665)  0.09
H (-4.2095, 1.0246, -1.8330)  0.05
H (-4.1766, 0.6002, -3.5675)  0.09
H (-2.4435, 3.7471, -2.9981)  0.13
H (0.2561, 3.3555, -2.7258)  0.13
H (1.6460, 1.8629, -4.2896)  0.12
H (3.8024, 0.5856, -4.3995)  0.11
H (4.0855, -1.4034, -2.9187)  0.11
H (2.2598, -1.9729, -1.3261)  0.12
C (-0.5783, -1.7367, 0.9696)  -0.26
H (-0.1730, -2.6867, 0.5887)  -0.03
H (-1.6144, -1.9390, 1.2653)  -0.04
H (-0.0523, -1.5096, 1.9070)  -0.03
N (0.0906, 3.2950, 0.4388)  0.08
C (1.1541, 2.4801, 0.5682)  -0.68
N (1.0867, 1.1759, 0.6077)  0.04
C (2.3657, 0.6357, 0.7946)  -0.30
C (2.6537, -0.7108, 0.9987)  -0.04
C (3.9737, -1.0967, 1.1569)  -0.08
C (5.0118, -0.1668, 1.1182)  -0.09
C (4.7386, 1.1791, 0.9444)  -0.10
C (3.4138, 1.5621, 0.7962)  -0.48
S (2.7666, 3.1714, 0.6381)  1.08
H (-0.8269, 2.8781, 0.6707)  -0.06
H (0.2196, 4.2719, 0.6398)  0.09
H (1.8418, -1.4243, 1.0349)  0.08
H (4.2001, -2.1424, 1.3224)  0.11
H (6.0357, -0.4924, 1.2454)  0.10
H (5.5330, 1.9137, 0.9403)  0.11
C (-5.2390, -1.2880, 5.5097)  -0.06
C (-4.5890, -0.6428, 4.3151)  -0.28
C (-3.8303, 0.5119, 4.4404)  -0.03
C (-3.2152, 1.1096, 3.3454)  -0.30
C (-2.3890, 2.3469, 3.5669)  -0.10
C (-3.3660, 0.5373, 2.0741)  -0.49
Se (-2.5482, 1.4129, 0.5654)  0.74
C (-4.1289, -0.6263, 1.9241)  -0.30
C (-4.3739, -1.2924, 0.5966)  -0.08
C (-4.7219, -1.1916, 3.0494)  -0.03
H (-5.0775, -0.6976, 6.4115)  0.07
H (-4.8338, -2.2866, 5.6852)  0.08
H (-6.3157, -1.3934, 5.3639)  0.08
H (-3.7054, 0.9622, 5.4202)  0.11
H (-2.4091, 2.6354, 4.6183)  0.07
H (-2.7569, 3.1805, 2.9659)  0.06
H (-1.3517, 2.1757, 3.2691)  0.07
H (-3.7085, -0.9189, -0.1770)  -0.01
H (-5.4043, -1.1226, 0.2709)  0.09
H (-4.2286, -2.3707, 0.6801)  0.08
H (-5.3084, -2.0975, 2.9231)  0.12

Properties
- ⟨S²⟩: 3.767
- DFT total energy: -147589.089 eV
- LUMO energy (alpha / beta): 0.00 / -0.07 eV
- Gap between HOMO and LUMO (alpha / beta): 6.357 / 6.717 eV
- Energy relative to the best compared isomer or geometry (same formula, charge and spin): 50.4 kJ/mol
- E_HOMO (alpha / beta): -6.4 / -6.8 eV
- Spin multiplicity: 4

Entry 6:
C5H7NO in the gas phase. Source: OMol25; level of theory: the ωB97M-V functional and the def2-TZVPD basis.

Each line ends with the Löwdin charge.
Atoms and positions in Å:
C (-0.8941, 1.8250, -0.3150)  -0.02
C (-0.5567, 0.3953, -0.3384)  -0.14
C (-0.8972, -0.8273, -0.0676)  -0.16
N (-1.5375, -1.5056, 0.9992)  0.01
O (-1.6884, -0.7137, 1.9104)  -0.01
C (0.4396, -0.6751, -0.7115)  -0.22
C (1.6500, -0.9771, 0.1581)  -0.07
H (-1.5481, 2.0776, 0.5247)  0.08
H (-1.4286, 2.0476, -1.2455)  0.09
H (0.0094, 2.4366, -0.2882)  0.09
H (0.5898, -0.8593, -1.7764)  0.11
H (1.4107, -0.8528, 1.2218)  0.08
H (1.9408, -2.0242, 0.0117)  0.08
H (2.5103, -0.3470, -0.0833)  0.07

Properties
- DFT total energy: -8830.755 eV
- LUMO energy: -0.52 eV
- Gap between HOMO and LUMO: 8.670 eV
- Energy relative to the best compared isomer or geometry (same formula, charge and spin): 525.6 kJ/mol
- E_HOMO: -9.2 eV
- Spin multiplicity: 1
- SMILES string: CC1=C(N=O)[C@@H]1C